{
  "formula": "C4H10N2O",
  "method": "ωB97M-V with the def2-TZVPD basis set",
  "lumo_energy_ev": 0.6,
  "de_lowest_ev": 3.533,
  "homo_ev": -8.02,
  "energy_ha": -343.07163,
  "fmax_ha_per_bohr": 0.06518,
  "orbital_gap_ev": 8.637,
  "species": ["C", "C", "N", "C", "O", "H", "H", "H", "H", "H", "H", "H", "C", "N", "H", "H", "H"],
  "positions_angstrom": [[0.98916, 1.71080, 0.16545], [0.56268, -0.73444, -0.29591], [0.94385, -1.20049, 0.97631], [0.45064, 0.58205, -0.68059], [0.67080, -1.68669, -1.27449], [0.61609, -2.55564, -0.85835], [1.85200, -1.65345, 0.98414], [0.89432, -0.49139, 1.69295], [0.50533, 0.73676, -1.75137], [1.91646, 1.45457, 0.68297], [1.16818, 2.58574, -0.45005], [0.26049, 1.99930, 0.92860], [-2.45423, -0.44230, 0.10253], [-2.37508, 0.67504, -0.42734], [-1.21405, 0.83785, -0.65864], [-1.47340, -1.03246, 0.19563], [-3.31324, -0.78522, 0.66816]]
}

***

{
  "formula": "C4H9NO2",
  "method": "ωB97M-V with the def2-TZVPD basis set",
  "lumo_energy_ev": 0.9,
  "de_lowest_ev": 4.912,
  "homo_ev": -9.05,
  "energy_ha": -362.90501,
  "fmax_ha_per_bohr": 0.03425,
  "orbital_gap_ev": 9.922,
  "species": ["C", "N", "C", "O", "O", "H", "H", "H", "H", "H", "C", "C", "H", "H", "H", "H"],
  "positions_angstrom": [[-1.09255, 0.55246, 1.66505], [-0.11456, -1.71337, -1.16348], [-2.04886, 1.03243, 0.87186], [0.76118, -1.03121, -0.25057], [-1.37174, -0.29199, 2.69622], [-0.53127, -0.56629, 3.10464], [0.00629, -1.27017, -2.07320], [-1.04040, -1.48402, -0.80103], [-3.08676, 0.75693, 1.02595], [-1.80832, 1.69504, 0.04951], [1.31830, 0.15893, -0.80450], [2.47497, 0.15907, -1.46958], [2.80817, 1.02341, -2.03264], [0.67340, 1.02449, -0.73902], [-0.00770, 0.70518, 1.48003], [3.05984, -0.75092, -1.55925]]
}

***

{
  "formula": "C28H54BF13N3O4",
  "method": "ωB97M-V with the def2-TZVPD basis set",
  "lumo_energy_ev": 2.4,
  "homo_ev": -4.80,
  "energy_ha": -2887.57005,
  "fmax_ha_per_bohr": 0.01077,
  "total_charge": -1,
  "orbital_gap_ev": 7.196,
  "species": ["C", "C", "C", "C", "B", "C", "C", "C", "C", "N", "C", "C", "C", "F", "F", "C", "F", "F", "C", "F", "F", "C", "F", "F", "C", "F", "F", "C", "F", "F", "F", "H", "H", "H", "H", "H", "H", "H", "H", "H", "H", "H", "H", "H", "H", "H", "H", "H", "H", "H", "H", "H", "H", "H", "H", "C", "O", "C", "C", "N", "C", "C", "O", "C", "H", "H", "H", "H", "H", "H", "H", "H", "H", "H", "H", "H", "H", "H", "H", "C", "O", "C", "C", "N", "C", "C", "O", "C", "H", "H", "H", "H", "H", "H", "H", "H", "H", "H", "H", "H", "H", "H", "H"],
  "positions_angstrom": [[-3.17666, -0.66012, -2.84168], [-3.09420, -0.89045, -1.32521], [-2.52736, 0.29757, -0.52809], [-2.05554, -0.05384, 0.89635], [-0.65495, 0.66593, 1.44683], [0.66165, -0.10551, 0.78376], [1.04273, 0.32043, -0.64831], [-0.68133, 2.26540, 1.04312], [0.56137, 3.06571, 1.46699], [0.43101, 3.60495, 2.84098], [-0.69618, 0.53162, 3.11501], [0.64386, 0.49460, 3.88282], [1.14180, -0.89083, 4.20327], [0.80326, -1.84883, 3.28577], [0.61922, -1.35256, 5.39962], [2.68948, -0.97915, 4.39035], [3.34688, -0.25052, 3.45869], [2.96401, -0.42400, 5.60913], [3.41934, -2.37732, 4.44524], [4.73557, -2.05975, 4.60667], [3.03591, -3.05124, 5.55041], [3.40583, -3.31825, 3.17006], [3.21768, -2.52225, 2.10159], [4.65746, -3.83377, 3.07924], [2.44940, -4.59564, 2.99719], [1.58206, -4.33170, 2.01539], [3.24760, -5.62044, 2.59383], [1.63909, -5.21727, 4.17284], [2.47323, -5.70347, 5.10463], [0.94164, -6.24657, 3.67244], [0.78969, -4.38284, 4.74232], [-4.11249, -1.04237, -3.25559], [-3.12237, 0.41104, -3.05736], [-2.35806, -1.16532, -3.35577], [-4.08038, -1.14652, -0.92052], [-2.45872, -1.75381, -1.10308], [-1.72258, 0.74634, -1.11862], [-3.32207, 1.05103, -0.46911], [-2.84907, 0.25190, 1.59669], [-1.98157, -1.14645, 1.00366], [0.42585, -1.17744, 0.73508], [1.57852, -0.02067, 1.38021], [2.01222, -0.10724, -0.94203], [1.14496, 1.40577, -0.73340], [0.31504, -0.03582, -1.38090], [-1.56414, 2.73397, 1.50518], [-0.78685, 2.40836, -0.03872], [0.72781, 3.87751, 0.74536], [1.44525, 2.42026, 1.43042], [-0.28665, 4.32161, 2.82002], [1.29263, 4.07491, 3.10075], [-1.32168, -0.32370, 3.40605], [-1.22017, 1.41181, 3.50230], [1.40695, 1.03418, 3.32393], [0.54626, 1.00703, 4.84422], [0.38611, 7.22568, -5.68662], [1.50231, 7.65013, -4.93321], [1.38212, 8.94594, -4.36584], [1.27069, 8.88210, -2.85857], [0.00037, 8.30674, -2.44610], [-0.11669, 8.03369, -1.01700], [0.82403, 7.00505, -0.40072], [0.59226, 5.68341, -0.82758], [1.22304, 5.28905, -2.02743], [0.66377, 6.29333, -6.17456], [-0.49440, 7.04240, -5.06168], [0.12308, 7.96049, -6.45458], [0.52121, 9.47227, -4.79013], [2.28457, 9.50591, -4.62914], [1.34051, 9.89935, -2.45969], [2.13851, 8.31921, -2.48701], [-0.15388, 7.44647, -2.95594], [-1.13736, 7.69158, -0.83177], [0.00495, 8.97964, -0.47775], [0.64074, 7.00358, 0.67751], [1.88061, 7.27008, -0.54136], [2.18264, 5.79720, -2.16480], [0.59391, 5.47006, -2.90526], [1.39807, 4.21507, -1.95903], [0.45751, -7.68505, -2.82705], [-0.58231, -8.13250, -1.98435], [-0.32479, -7.97447, -0.59346], [-1.21886, -6.92247, 0.02221], [-0.87564, -5.59420, -0.45482], [-1.79109, -4.53426, -0.04177], [-3.22978, -4.59021, -0.52921], [-3.39181, -4.36626, -1.91625], [-3.26124, -5.48851, -2.75690], [0.20284, -7.98812, -3.84166], [0.57310, -6.59615, -2.80600], [1.41466, -8.14127, -2.55413], [0.72697, -7.72236, -0.42713], [-0.52335, -8.93605, -0.11073], [-1.08793, -6.94771, 1.10906], [-2.26072, -7.20370, -0.19352], [-0.81462, -5.60544, -1.46465], [-1.36813, -3.58306, -0.37242], [-1.80749, -4.50401, 1.04975], [-3.75777, -3.76807, -0.04040], [-3.73981, -5.51833, -0.23739], [-3.60672, -6.40462, -2.26684], [-2.22977, -5.63792, -3.09425], [-3.87666, -5.31004, -3.63986]]
}

***

{
  "formula": "C23H31N3O3",
  "method": "ωB97M-V with the def2-TZVPD basis set",
  "lumo_energy_ev": 0.6,
  "de_lowest_ev": 1.629,
  "homo_ev": -7.92,
  "energy_ha": -1285.06218,
  "fmax_ha_per_bohr": 0.01450,
  "orbital_gap_ev": 8.534,
  "species": ["C", "C", "C", "C", "O", "C", "C", "H", "H", "C", "N", "C", "O", "C", "N", "C", "O", "C", "H", "H", "C", "C", "C", "C", "C", "C", "C", "C", "C", "N", "H", "H", "H", "H", "H", "C", "H", "H", "C", "H", "H", "H", "C", "H", "H", "H", "H", "H", "H", "H", "H", "H", "H", "H", "H", "H", "H", "H", "H", "H"],
  "positions_angstrom": [[-0.98046, -1.98048, -2.75567], [-1.36510, -3.10790, -1.80329], [-2.79615, -2.99706, -1.27763], [-2.97656, -1.85146, -0.28711], [-4.29773, -1.88104, 0.20396], [-4.53688, -1.04138, 1.30975], [-4.73183, 0.44678, 0.94187], [-4.73694, 0.53925, -0.14596], [-5.70545, 0.78130, 1.30060], [-3.67224, 1.37734, 1.54064], [-2.38257, 1.27162, 0.88973], [-1.38420, 0.56644, 1.44236], [-1.48938, -0.02662, 2.49836], [-0.08504, 0.52372, 0.62073], [0.22618, 1.80179, -0.01624], [-0.78437, 2.59088, -0.43167], [-0.66403, 3.71521, -0.87888], [-2.16552, 1.94284, -0.36116], [-2.91278, 2.72706, -0.49559], [-2.24374, 1.24715, -1.21184], [1.61660, 2.20160, -0.36125], [2.55802, 1.08911, -0.02595], [2.31908, 0.09451, 0.87326], [3.47866, -0.73037, 0.92121], [3.83258, -1.87739, 1.63031], [5.08046, -2.41911, 1.42039], [5.98293, -1.84364, 0.52159], [5.65997, -0.70969, -0.19292], [4.40304, -0.15719, 0.01191], [3.81825, 0.94416, -0.54951], [4.25031, 1.54781, -1.22671], [6.35840, -0.26521, -0.88692], [6.95284, -2.29883, 0.38650], [5.37594, -3.30733, 1.95917], [3.14070, -2.32430, 2.32819], [1.01481, 0.03190, 1.57211], [0.77047, -0.98080, 1.89121], [1.01959, 0.66206, 2.46677], [1.99091, 3.44271, 0.46277], [3.01767, 3.73212, 0.25386], [1.89960, 3.22448, 1.52415], [1.32983, 4.26578, 0.20860], [1.71122, 2.49658, -1.86595], [1.01445, 3.27987, -2.14511], [2.71266, 2.83740, -2.11373], [1.49005, 1.59839, -2.43990], [-0.22476, -0.23892, -0.16512], [-3.51897, 1.13035, 2.59398], [-4.00768, 2.41608, 1.46464], [-5.45319, -1.43545, 1.75552], [-3.72319, -1.14120, 2.04005], [-2.26640, -1.96124, 0.54700], [-2.77858, -0.88977, -0.78165], [-3.07119, -3.92164, -0.76804], [-3.49117, -2.85773, -2.10717], [-1.26470, -4.05749, -2.33266], [-0.67100, -3.12631, -0.95952], [-0.99931, -1.01443, -2.25601], [0.02438, -2.13973, -3.14078], [-1.66856, -1.94258, -3.59726]]
}